(1)
{"formula": "C22H30NO5P", "method": "the ωB97M-V functional and the def2-TZVPD basis", "e_lumo_ha": 0.0224, "homo_energy_ev": -7.418, "de_lowest_kcal_mol": 419.7, "homo_lumo_gap_ev": 8.03, "elements": ["C", "H", "H", "H", "C", "C", "H", "H", "H", "C", "H", "H", "O", "P", "O", "O", "C", "C", "C", "H", "H", "H", "C", "H", "H", "H", "H", "H", "H", "H", "C", "N", "C", "C", "C", "C", "C", "C", "H", "H", "H", "H", "H", "H", "C", "C", "C", "C", "C", "C", "H", "O", "C", "O", "H", "H", "H", "H", "H"], "coordinates": [[2.701, 2.191, 1.659], [1.912, 2.782, 1.739], [3.685, 2.882, 1.783], [2.742, 1.881, 0.497], [2.640, 0.760, 2.292], [2.464, 1.211, 3.975], [2.426, 0.276, 4.707], [1.583, 1.875, 3.995], [3.312, 1.940, 4.119], [1.469, 0.011, 2.039], [1.304, -0.626, 2.713], [0.391, 0.719, 2.026], [1.631, -0.553, 0.589], [0.646, -1.421, 0.180], [0.428, -2.654, 0.936], [1.223, -1.894, -1.133], [1.959, -3.289, -1.394], [3.411, -3.071, -1.354], [4.058, -2.604, -0.093], [3.477, -1.744, 0.454], [4.988, -2.600, -0.121], [3.570, -3.424, 0.806], [4.050, -4.202, -1.904], [3.696, -5.102, -1.158], [3.725, -4.345, -3.220], [5.224, -4.228, -1.966], [3.738, -2.379, -2.103], [1.615, -3.331, -2.450], [1.509, -3.850, -0.550], [3.565, 0.323, 2.343], [-0.952, -0.558, -0.393], [-1.987, -1.098, 0.485], [-3.267, -1.090, 0.306], [-3.860, -0.493, -0.771], [-5.228, -0.475, -1.006], [-5.996, -0.999, -0.213], [-5.481, -1.951, 0.612], [-4.156, -1.907, 1.315], [-3.758, -2.477, 1.867], [-6.270, -2.452, 1.479], [-7.015, -1.307, -0.299], [-5.736, 0.260, -1.578], [-3.296, 0.229, -1.311], [-1.689, -1.953, 1.254], [-0.832, 0.879, -0.472], [-1.191, 1.620, 0.471], [-1.008, 2.946, 0.507], [-0.053, 3.362, -0.422], [0.473, 2.729, -1.456], [0.058, 1.356, -1.296], [0.712, 0.662, -2.070], [1.323, 3.391, -2.205], [1.383, 4.752, -1.835], [0.326, 4.703, -0.585], [2.296, 4.976, -1.269], [0.908, 5.413, -2.371], [-1.601, 3.668, 1.080], [-2.131, 1.295, 1.254], [-1.177, -0.934, -1.335]], "nbo_charge": [-0.61, 0.20, 0.22, 0.21, -0.23, -0.62, 0.22, 0.21, 0.22, -0.05, 0.19, 0.22, -0.87, 2.47, -1.15, -0.91, -0.03, -0.38, -0.54, 0.24, 0.18, 0.17, -0.56, 0.20, 0.20, 0.23, 0.21, 0.22, 0.25, 0.23, -0.37, -0.60, 0.22, -0.36, -0.15, -0.33, -0.12, -0.21, 0.15, 0.18, 0.22, 0.21, 0.21, 0.44, -0.21, -0.17, -0.27, 0.23, 0.23, -0.12, 0.21, -0.47, 0.26, -0.55, 0.19, 0.17, 0.24, 0.22, 0.24]}

***

(2)
{"formula": "C22H30NO7PPb", "method": "the ωB97M-V functional and the def2-TZVPD basis", "charge": 2, "e_lumo_ha": -0.4238, "homo_energy_ev": -12.976, "de_lowest_kcal_mol": 16.2, "homo_lumo_gap_ev": 1.44, "elements": ["C", "C", "O", "P", "O", "C", "C", "C", "C", "C", "C", "C", "C", "C", "C", "C", "C", "C", "C", "O", "C", "C", "C", "O", "N", "O", "C", "O", "O", "C", "C", "H", "H", "H", "H", "H", "H", "H", "H", "H", "H", "H", "H", "H", "H", "H", "H", "H", "H", "H", "H", "H", "H", "H", "H", "H", "H", "H", "H", "H", "H", "Pb"], "coordinates": [[-4.833, -1.337, 2.188], [-4.878, -1.592, 0.646], [-3.849, -2.530, 0.309], [-2.380, -1.810, 0.179], [-2.413, -0.380, 0.505], [-1.773, -2.071, -1.534], [-1.278, -0.720, -2.116], [0.092, -0.301, -1.577], [0.225, 1.054, -1.215], [1.438, 1.542, -0.756], [1.645, 3.014, -0.396], [1.045, 3.416, 0.983], [-0.510, 3.439, 0.925], [-1.107, 4.748, 1.557], [-1.095, 2.238, 1.702], [2.490, 0.618, -0.669], [2.352, -0.743, -1.036], [1.152, -1.206, -1.485], [3.576, -1.651, -0.944], [3.497, -2.819, -0.630], [4.881, -0.955, -1.262], [5.014, 0.320, -0.923], [6.236, 1.171, -1.207], [5.848, 2.164, -2.207], [5.335, 1.434, -3.299], [4.419, 1.980, -3.771], [3.881, 1.026, -0.192], [4.085, 1.808, 0.706], [-1.302, -2.501, 1.179], [-1.610, -3.869, 1.566], [-1.616, -4.847, 0.378], [-5.652, -1.961, 2.675], [-4.942, -0.267, 2.400], [-3.868, -1.692, 2.573], [-5.830, -2.080, 0.378], [-4.802, -0.656, 0.085], [-0.929, -2.766, -1.560], [-2.615, -2.409, -2.152], [-1.159, -0.757, -3.213], [-1.988, 0.089, -1.913], [-0.621, 1.729, -1.313], [1.202, 3.585, -1.229], [2.708, 3.277, -0.404], [1.404, 4.410, 1.275], [1.411, 2.680, 1.714], [-0.843, 3.463, -0.124], [-1.119, 4.617, 2.644], [-0.452, 5.573, 1.250], [-2.113, 4.872, 1.138], [-2.186, 2.196, 1.574], [-0.919, 2.439, 2.771], [-0.641, 1.283, 1.415], [1.053, -2.255, -1.759], [5.685, -1.492, -1.769], [6.567, 1.723, -0.324], [7.071, 0.608, -1.642], [-2.578, -3.862, 2.091], [-0.853, -4.207, 2.283], [-2.574, -4.857, -0.161], [-1.438, -5.865, 0.749], [-0.804, -4.622, -0.323], [-6.740, -3.436, 3.273]], "nbo_charge": [-0.51, -0.09, -0.81, 2.35, -1.09, -0.80, -0.43, 0.09, -0.20, 0.04, -0.42, -0.39, -0.21, -0.60, -0.61, 0.03, -0.11, -0.19, 0.53, -0.48, -0.21, -0.08, -0.13, -0.39, 0.37, -0.24, 0.52, -0.47, -0.78, -0.07, -0.66, -0.09, 0.30, 0.27, 0.18, 0.26, 0.26, 0.26, 0.26, 0.24, 0.23, 0.22, 0.25, 0.23, 0.21, 0.18, 0.20, 0.21, 0.21, 0.20, 0.20, 0.21, 0.23, 0.25, 0.25, 0.21, 0.14, 0.22, 0.21, 0.25, 0.24, 1.54]}

***

(3)
{"formula": "C22H30NS", "method": "the ωB97M-V functional and the def2-TZVPD basis", "charge": 1, "e_lumo_ha": -0.0932, "homo_energy_ev": -10.834, "de_lowest_kcal_mol": 1.8, "homo_lumo_gap_ev": 8.30, "elements": ["C", "C", "C", "C", "S", "C", "C", "C", "C", "H", "H", "H", "H", "H", "H", "H", "H", "H", "H", "H", "H", "H", "H", "H", "H", "H", "H", "C", "C", "N", "C", "C", "C", "C", "C", "C", "C", "C", "C", "C", "C", "C", "H", "H", "H", "H", "H", "H", "H", "H", "H", "H", "H", "H"], "coordinates": [[-4.435, -0.683, -2.401], [-3.688, -0.770, -1.074], [-3.396, -2.207, -0.640], [-2.790, -2.322, 0.756], [-0.978, -1.887, 0.843], [-0.929, -1.639, 2.652], [-1.044, -0.163, 2.960], [-0.908, 0.075, 4.457], [-0.997, 1.567, 4.732], [-4.650, 0.360, -2.643], [-3.840, -1.099, -3.219], [-5.388, -1.220, -2.361], [-2.745, -0.213, -1.141], [-4.285, -0.295, -0.287], [-4.344, -2.764, -0.618], [-2.753, -2.704, -1.380], [-3.244, -1.598, 1.449], [-2.891, -3.341, 1.158], [-1.755, -2.199, 3.116], [0.027, -2.042, 3.008], [-0.264, 0.390, 2.413], [-2.017, 0.217, 2.616], [-1.709, -0.469, 4.977], [0.053, -0.332, 4.801], [-0.850, 1.778, 5.794], [-0.229, 2.104, 4.164], [-1.980, 1.949, 4.434], [1.234, -3.388, 1.299], [-0.240, -3.534, 0.936], [-0.457, -4.270, -0.318], [-1.235, -5.417, -0.437], [-1.757, -6.206, 0.579], [-2.364, -7.417, 0.203], [-2.431, -7.794, -1.151], [-1.868, -7.004, -2.163], [-1.266, -5.800, -1.799], [-0.476, -4.843, -2.522], [0.018, -3.899, -1.581], [0.964, -2.946, -1.934], [1.381, -2.913, -3.275], [0.865, -3.818, -4.220], [-0.052, -4.807, -3.846], [1.339, -3.474, 2.388], [1.805, -4.195, 0.830], [1.631, -2.419, 0.965], [-0.790, -4.056, 1.723], [-1.662, -5.881, 1.613], [-2.777, -8.070, 0.967], [-2.936, -8.723, -1.419], [-1.882, -7.277, -3.218], [1.361, -2.274, -1.174], [2.129, -2.186, -3.590], [1.186, -3.751, -5.259], [-0.447, -5.549, -4.536]], "nbo_charge": [-0.61, -0.40, -0.43, -0.48, 0.83, -0.51, -0.42, -0.39, -0.60, 0.23, 0.21, 0.21, 0.20, 0.20, 0.24, 0.23, 0.24, 0.25, 0.24, 0.25, 0.22, 0.21, 0.20, 0.20, 0.23, 0.21, 0.21, -0.65, -0.14, -0.41, 0.15, -0.22, -0.20, -0.22, -0.16, -0.10, -0.01, 0.13, -0.27, -0.18, -0.22, -0.18, 0.23, 0.27, 0.22, 0.24, 0.20, 0.23, 0.23, 0.23, 0.21, 0.23, 0.23, 0.22]}

***

(4)
{"formula": "C22H31BCl2F9N2O6S", "method": "the ωB97M-V functional and the def2-TZVPD basis", "charge": 1, "e_lumo_ha": -0.1626, "homo_energy_ev": -12.962, "homo_lumo_gap_ev": 8.54, "elements": ["C", "C", "C", "C", "C", "C", "C", "N", "C", "C", "C", "C", "O", "O", "C", "C", "N", "C", "C", "B", "O", "O", "C", "S", "O", "O", "C", "F", "F", "C", "F", "F", "C", "F", "F", "C", "F", "F", "F", "H", "H", "H", "H", "H", "H", "H", "H", "H", "H", "H", "H", "H", "H", "H", "H", "H", "H", "H", "H", "H", "H", "H", "H", "H", "H", "H", "Cl", "C", "C", "Cl", "H", "H", "H", "H"], "coordinates": [[3.287, -0.320, 5.685], [2.765, 0.461, 4.464], [3.704, 0.345, 3.253], [2.994, 0.240, 1.888], [3.096, 1.529, 1.049], [2.126, 2.658, 1.463], [0.823, 2.808, 0.636], [0.544, 1.675, -0.269], [1.050, 1.705, -1.486], [1.921, 2.861, -1.923], [2.334, 2.828, -3.384], [3.465, 1.831, -3.658], [3.592, 1.241, -4.704], [4.338, 1.626, -2.603], [0.827, 0.676, -2.349], [0.059, -0.375, -1.984], [-0.191, -1.443, -2.858], [-0.476, -0.399, -0.692], [-1.297, -1.607, -0.377], [-0.263, -2.801, -0.007], [-0.459, -4.058, -0.461], [0.826, -2.564, 0.813], [-0.213, 0.615, 0.148], [-0.887, 0.548, 1.822], [-1.084, -0.783, 2.266], [-0.085, 1.279, 2.748], [-2.540, 1.455, 1.874], [-2.332, 2.730, 1.541], [-2.866, 1.403, 3.153], [-3.687, 0.791, 1.076], [-3.919, -0.385, 1.643], [-3.289, 0.656, -0.205], [-5.030, 1.570, 1.089], [-5.668, 1.355, 2.240], [-4.875, 2.887, 0.927], [-5.992, 1.075, -0.049], [-7.238, 1.409, 0.241], [-5.922, -0.241, -0.218], [-5.664, 1.690, -1.185], [2.821, -1.302, 5.739], [3.035, 0.190, 6.613], [4.370, -0.419, 5.673], [1.761, 0.110, 4.254], [2.755, 1.506, 4.773], [4.274, -0.575, 3.381], [4.453, 1.134, 3.234], [3.548, -0.509, 1.318], [1.979, -0.139, 1.972], [3.072, 1.262, -0.009], [4.101, 1.904, 1.233], [1.903, 2.543, 2.517], [2.661, 3.603, 1.386], [0.829, 3.748, 0.110], [0.001, 2.919, 1.326], [2.769, 2.949, -1.251], [1.343, 3.774, -1.774], [2.725, 3.796, -3.695], [1.524, 2.585, -4.063], [4.902, 2.404, -2.502], [1.242, 0.631, -3.340], [0.598, -1.514, -3.494], [-1.011, -1.286, -3.438], [-1.828, -1.946, -1.261], [-2.026, -1.454, 0.402], [-0.962, -4.058, -1.306], [1.643, -2.481, 0.314], [-2.079, -4.323, -2.947], [-3.559, -5.277, -3.279], [-3.257, -6.516, -4.080], [-2.756, -6.125, -5.742], [-4.263, -4.627, -3.793], [-3.984, -5.551, -2.315], [-4.154, -7.129, -4.150], [-2.470, -7.107, -3.620]], "lowdin_charge": [-0.10, -0.25, -0.19, -0.19, -0.18, -0.12, -0.09, 0.05, -0.15, -0.10, -0.08, -0.48, 0.14, 0.07, 0.09, -0.20, 0.14, -0.13, -0.02, -0.65, 0.16, 0.16, -0.13, 0.81, -0.20, -0.24, -0.46, 0.15, 0.18, -0.38, 0.19, 0.16, -0.36, 0.19, 0.18, -0.56, 0.21, 0.19, 0.18, 0.07, 0.07, 0.07, 0.09, 0.10, 0.11, 0.11, 0.11, 0.08, 0.09, 0.11, 0.10, 0.12, 0.12, 0.10, 0.12, 0.13, 0.14, 0.13, 0.13, 0.13, 0.12, 0.12, 0.09, 0.09, -0.05, 0.11, 0.68, -0.59, -0.66, 0.56, 0.07, 0.08, 0.08, 0.07]}

***

What did the third record say?
{"formula": "C22H30NS", "method": "the ωB97M-V functional and the def2-TZVPD basis", "charge": 1, "e_lumo_ha": -0.0932, "homo_energy_ev": -10.834, "de_lowest_kcal_mol": 1.8, "homo_lumo_gap_ev": 8.30, "elements": ["C", "C", "C", "C", "S", "C", "C", "C", "C", "H", "H", "H", "H", "H", "H", "H", "H", "H", "H", "H", "H", "H", "H", "H", "H", "H", "H", "C", "C", "N", "C", "C", "C", "C", "C", "C", "C", "C", "C", "C", "C", "C", "H", "H", "H", "H", "H", "H", "H", "H", "H", "H", "H", "H"], "coordinates": [[-4.435, -0.683, -2.401], [-3.688, -0.770, -1.074], [-3.396, -2.207, -0.640], [-2.790, -2.322, 0.756], [-0.978, -1.887, 0.843], [-0.929, -1.639, 2.652], [-1.044, -0.163, 2.960], [-0.908, 0.075, 4.457], [-0.997, 1.567, 4.732], [-4.650, 0.360, -2.643], [-3.840, -1.099, -3.219], [-5.388, -1.220, -2.361], [-2.745, -0.213, -1.141], [-4.285, -0.295, -0.287], [-4.344, -2.764, -0.618], [-2.753, -2.704, -1.380], [-3.244, -1.598, 1.449], [-2.891, -3.341, 1.158], [-1.755, -2.199, 3.116], [0.027, -2.042, 3.008], [-0.264, 0.390, 2.413], [-2.017, 0.217, 2.616], [-1.709, -0.469, 4.977], [0.053, -0.332, 4.801], [-0.850, 1.778, 5.794], [-0.229, 2.104, 4.164], [-1.980, 1.949, 4.434], [1.234, -3.388, 1.299], [-0.240, -3.534, 0.936], [-0.457, -4.270, -0.318], [-1.235, -5.417, -0.437], [-1.757, -6.206, 0.579], [-2.364, -7.417, 0.203], [-2.431, -7.794, -1.151], [-1.868, -7.004, -2.163], [-1.266, -5.800, -1.799], [-0.476, -4.843, -2.522], [0.018, -3.899, -1.581], [0.964, -2.946, -1.934], [1.381, -2.913, -3.275], [0.865, -3.818, -4.220], [-0.052, -4.807, -3.846], [1.339, -3.474, 2.388], [1.805, -4.195, 0.830], [1.631, -2.419, 0.965], [-0.790, -4.056, 1.723], [-1.662, -5.881, 1.613], [-2.777, -8.070, 0.967], [-2.936, -8.723, -1.419], [-1.882, -7.277, -3.218], [1.361, -2.274, -1.174], [2.129, -2.186, -3.590], [1.186, -3.751, -5.259], [-0.447, -5.549, -4.536]], "nbo_charge": [-0.61, -0.40, -0.43, -0.48, 0.83, -0.51, -0.42, -0.39, -0.60, 0.23, 0.21, 0.21, 0.20, 0.20, 0.24, 0.23, 0.24, 0.25, 0.24, 0.25, 0.22, 0.21, 0.20, 0.20, 0.23, 0.21, 0.21, -0.65, -0.14, -0.41, 0.15, -0.22, -0.20, -0.22, -0.16, -0.10, -0.01, 0.13, -0.27, -0.18, -0.22, -0.18, 0.23, 0.27, 0.22, 0.24, 0.20, 0.23, 0.23, 0.23, 0.21, 0.23, 0.23, 0.22]}

***

Q: Number 4 is which compound?
A: C22H31BCl2F9N2O6S

***

What did the third record say?
{"formula": "C22H30NS", "method": "the ωB97M-V functional and the def2-TZVPD basis", "charge": 1, "e_lumo_ha": -0.0932, "homo_energy_ev": -10.834, "de_lowest_kcal_mol": 1.8, "homo_lumo_gap_ev": 8.30, "elements": ["C", "C", "C", "C", "S", "C", "C", "C", "C", "H", "H", "H", "H", "H", "H", "H", "H", "H", "H", "H", "H", "H", "H", "H", "H", "H", "H", "C", "C", "N", "C", "C", "C", "C", "C", "C", "C", "C", "C", "C", "C", "C", "H", "H", "H", "H", "H", "H", "H", "H", "H", "H", "H", "H"], "coordinates": [[-4.435, -0.683, -2.401], [-3.688, -0.770, -1.074], [-3.396, -2.207, -0.640], [-2.790, -2.322, 0.756], [-0.978, -1.887, 0.843], [-0.929, -1.639, 2.652], [-1.044, -0.163, 2.960], [-0.908, 0.075, 4.457], [-0.997, 1.567, 4.732], [-4.650, 0.360, -2.643], [-3.840, -1.099, -3.219], [-5.388, -1.220, -2.361], [-2.745, -0.213, -1.141], [-4.285, -0.295, -0.287], [-4.344, -2.764, -0.618], [-2.753, -2.704, -1.380], [-3.244, -1.598, 1.449], [-2.891, -3.341, 1.158], [-1.755, -2.199, 3.116], [0.027, -2.042, 3.008], [-0.264, 0.390, 2.413], [-2.017, 0.217, 2.616], [-1.709, -0.469, 4.977], [0.053, -0.332, 4.801], [-0.850, 1.778, 5.794], [-0.229, 2.104, 4.164], [-1.980, 1.949, 4.434], [1.234, -3.388, 1.299], [-0.240, -3.534, 0.936], [-0.457, -4.270, -0.318], [-1.235, -5.417, -0.437], [-1.757, -6.206, 0.579], [-2.364, -7.417, 0.203], [-2.431, -7.794, -1.151], [-1.868, -7.004, -2.163], [-1.266, -5.800, -1.799], [-0.476, -4.843, -2.522], [0.018, -3.899, -1.581], [0.964, -2.946, -1.934], [1.381, -2.913, -3.275], [0.865, -3.818, -4.220], [-0.052, -4.807, -3.846], [1.339, -3.474, 2.388], [1.805, -4.195, 0.830], [1.631, -2.419, 0.965], [-0.790, -4.056, 1.723], [-1.662, -5.881, 1.613], [-2.777, -8.070, 0.967], [-2.936, -8.723, -1.419], [-1.882, -7.277, -3.218], [1.361, -2.274, -1.174], [2.129, -2.186, -3.590], [1.186, -3.751, -5.259], [-0.447, -5.549, -4.536]], "nbo_charge": [-0.61, -0.40, -0.43, -0.48, 0.83, -0.51, -0.42, -0.39, -0.60, 0.23, 0.21, 0.21, 0.20, 0.20, 0.24, 0.23, 0.24, 0.25, 0.24, 0.25, 0.22, 0.21, 0.20, 0.20, 0.23, 0.21, 0.21, -0.65, -0.14, -0.41, 0.15, -0.22, -0.20, -0.22, -0.16, -0.10, -0.01, 0.13, -0.27, -0.18, -0.22, -0.18, 0.23, 0.27, 0.22, 0.24, 0.20, 0.23, 0.23, 0.23, 0.21, 0.23, 0.23, 0.22]}